Entry 1:
{
  "formula": "C31H29BrCrN9O3",
  "method": "ωB97M-V with the def2-TZVPD basis set",
  "spin_multiplicity": 4,
  "total_charge": 0,
  "s_squared": 3.791,
  "e_above_lowest_ev": 0.166,
  "total_energy_ha": -5535.774517,
  "orbital_gap_ev": [8.2, 8.1],
  "elements": ["Cr", "C", "C", "C", "C", "C", "C", "C", "N", "C", "N", "C", "C", "C", "C", "C", "C", "C", "N", "C", "C", "C", "C", "C", "C", "C", "H", "H", "H", "H", "H", "H", "H", "H", "H", "H", "H", "H", "H", "H", "H", "H", "H", "H", "H", "H", "H", "H", "N", "N", "C", "O", "O", "H", "H", "H", "Br", "C", "C", "C", "C", "C", "N", "H", "H", "H", "H", "O", "N", "C", "C", "N", "C", "N"],
  "xyz": [[0.272007, 0.050337, -0.042817], [-4.135994, 4.184827, 3.403502], [-4.610566, 2.775710, 3.613144], [-5.699721, 2.495842, 4.427385], [-6.140612, 1.196752, 4.630310], [-5.495965, 0.151214, 3.990147], [-4.417173, 0.403318, 3.157294], [-3.963631, 1.706666, 2.982425], [-2.869665, 2.005118, 2.138335], [-1.892202, 1.119818, 1.745416], [-1.443046, 0.298517, 2.710918], [-0.874338, -0.990336, 2.548729], [-0.253949, -1.365730, 1.355904], [0.155139, -2.701481, 1.297414], [0.011306, -3.581463, 2.354803], [-0.537205, -3.136808, 3.547434], [-0.990862, -1.835143, 3.666240], [-1.575846, -1.352481, 4.967550], [-1.407410, 1.125165, 0.537998], [-2.077450, 1.943301, -0.419781], [-1.666839, 3.267567, -0.573985], [-2.253035, 4.081046, -1.531755], [-3.258076, 3.563019, -2.336311], [-3.679617, 2.255091, -2.158114], [-3.115577, 1.423441, -1.193686], [-3.634506, 0.031431, -0.984079], [-4.680930, 4.872876, 4.046692], [-4.288494, 4.514089, 2.371462], [-3.071219, 4.280613, 3.622177], [-6.203857, 3.318157, 4.920016], [-6.984628, 1.005190, 5.278246], [-5.836823, -0.866786, 4.122843], [-3.939118, -0.414220, 2.633150], [-2.977340, 2.812819, 1.543350], [-1.806129, 0.504575, 3.627788], [0.653550, -3.081555, 0.417322], [0.364191, -4.600007, 2.263787], [-0.615547, -3.802572, 4.397509], [-1.508774, -2.134935, 5.720837], [-2.630142, -1.077145, 4.875445], [-1.035663, -0.485658, 5.359650], [-0.891999, 3.647893, 0.085266], [-1.929987, 5.107135, -1.644663], [-3.716944, 4.178069, -3.098590], [-4.464893, 1.855756, -2.787492], [-3.958064, -0.395949, -1.932047], [-4.490913, 0.048225, -0.304719], [-2.867512, -0.619584, -0.567713], [0.759993, 1.530469, -1.594158], [0.206628, 1.014996, -2.789588], [-0.779485, 0.007371, -2.668253], [-1.479989, -0.237466, -3.625759], [-0.780969, -0.610400, -1.529113], [0.354614, 2.436295, -1.364532], [1.764244, 1.640945, -1.697436], [0.019818, 1.688556, -3.519382], [3.861172, 0.937281, -0.306077], [3.268071, -0.716638, -1.006316], [4.236619, -1.513359, -1.594665], [3.845200, -2.707259, -2.166592], [2.500633, -3.042177, -2.150802], [1.610833, -2.182490, -1.543762], [1.978734, -1.032257, -0.946128], [5.266051, -1.189704, -1.594682], [4.577283, -3.355468, -2.627474], [2.133970, -3.951966, -2.601836], [0.551933, -2.390080, -1.532604], [1.232392, 1.114196, 1.318055], [1.540190, 1.174941, 2.570512], [2.200191, 0.184746, 3.105549], [2.739962, -0.939468, 2.400363], [3.191603, -1.816046, 1.807838], [2.464113, 0.277950, 4.511168], [2.667428, 0.323887, 5.641280]],
  "forces_ev_per_angstrom": [[-0.24, 0.07, 0.39], [0.00, 0.02, 0.01], [0.04, -0.05, 0.00], [-0.01, -0.01, 0.01], [0.01, 0.01, -0.01], [0.00, -0.02, 0.00], [-0.05, -0.01, -0.02], [-0.05, 0.02, 0.10], [0.06, 0.07, -0.13], [0.04, 0.08, 0.04], [0.03, 0.06, 0.07], [-0.06, -0.01, -0.02], [0.05, -0.05, -0.02], [-0.01, -0.06, -0.02], [0.00, 0.02, 0.01], [0.03, 0.01, -0.04], [-0.01, 0.00, -0.03], [-0.01, 0.01, 0.02], [0.01, -0.16, 0.11], [0.01, 0.05, -0.04], [0.01, 0.01, 0.03], [0.00, 0.00, 0.01], [0.00, -0.01, 0.00], [0.01, 0.02, -0.03], [-0.02, -0.01, -0.02], [-0.02, -0.09, 0.04], [0.00, 0.00, 0.00], [0.00, 0.00, -0.02], [0.02, 0.00, 0.00], [-0.01, 0.01, 0.01], [-0.01, 0.00, 0.01], [-0.01, -0.01, 0.00], [0.02, -0.01, -0.01], [-0.01, -0.07, -0.02], [0.03, 0.00, -0.02], [-0.02, 0.01, 0.02], [0.00, -0.03, 0.00], [0.00, -0.02, 0.02], [0.00, -0.01, 0.00], [-0.01, 0.01, -0.01], [0.02, 0.01, 0.01], [0.03, 0.00, -0.03], [0.01, 0.02, 0.00], [-0.01, 0.01, -0.01], [-0.01, -0.01, -0.01], [0.00, 0.00, 0.00], [-0.03, 0.01, 0.02], [-0.11, 0.05, -0.02], [-0.11, 0.04, -0.09], [0.03, 0.11, -0.02], [0.20, -0.04, -0.08], [-0.11, 0.02, -0.09], [0.16, -0.03, -0.03], [0.01, -0.07, 0.02], [-0.05, 0.00, -0.01], [-0.03, -0.06, 0.05], [0.05, 0.00, 0.01], [0.04, 0.00, 0.00], [-0.01, -0.01, 0.01], [-0.06, 0.03, 0.03], [0.02, 0.04, 0.02], [0.04, 0.03, 0.00], [0.00, -0.01, -0.07], [-0.01, 0.00, 0.01], [0.02, -0.02, -0.01], [0.00, -0.01, -0.01], [-0.02, 0.01, -0.03], [0.33, 0.11, -0.10], [-0.14, -0.21, 0.11], [-0.02, 0.21, -0.04], [-0.14, -0.17, -0.29], [0.07, 0.07, 0.13], [0.00, 0.04, 0.07], [-0.01, -0.01, 0.01]]
}

=====

Entry 2:
{
  "formula": "C11H5FeN2O5",
  "method": "ωB97M-V with the def2-TZVPD basis set",
  "spin_multiplicity": 6,
  "total_charge": 2,
  "s_squared": 9.031,
  "e_above_lowest_ev": 3.825,
  "total_energy_ha": -2170.535090,
  "orbital_gap_ev": [5.7, 4.9],
  "elements": ["O", "C", "Fe", "O", "C", "C", "O", "C", "O", "C", "O", "H", "N", "C", "C", "C", "C", "N", "C", "C", "H", "H", "H", "H"],
  "xyz": [[5.869474, -4.367154, 3.425280], [5.253278, -4.556910, 2.475727], [2.425190, -1.079083, 0.129633], [0.327157, -1.032574, 2.707569], [0.960684, -1.228199, 1.735537], [0.006507, -1.001128, -1.194897], [0.103703, -1.084444, -2.384890], [0.226012, -2.189134, -0.241589], [-0.684957, -2.919846, -0.037557], [2.526028, 0.692303, 0.564010], [2.434060, 1.786522, 1.045213], [3.596962, -0.952263, 1.295675], [-4.643577, 3.386238, -1.852400], [-3.726329, 2.769688, -1.458352], [-2.593169, 1.978630, -0.998569], [-1.282998, 2.273689, -1.420468], [-0.223076, 1.487454, -1.031852], [-0.465020, 0.255816, -0.525842], [-1.653450, 0.105990, 0.167217], [-2.738094, 0.901663, -0.151159], [-1.087854, 3.093115, -2.091357], [0.809230, 1.774011, -1.233593], [-1.706970, -0.715697, 0.852362], [-3.732792, 0.621314, 0.224303]],
  "forces_ev_per_angstrom": [[-1.61, -0.55, -2.51], [1.59, 0.58, 2.51], [0.99, -0.93, 1.25], [3.23, -1.22, -5.36], [-2.84, 1.52, 6.63], [-1.02, 1.75, -1.49], [0.59, 0.10, 1.62], [-1.68, -1.26, -1.49], [1.63, 0.71, 0.30], [-0.43, 6.96, 3.00], [0.71, -6.60, -3.03], [-0.86, 0.13, -0.98], [2.19, -1.44, 0.96], [-1.25, 0.80, -0.60], [-1.07, 1.31, -0.80], [-1.60, 1.11, -0.32], [2.04, 0.07, -0.76], [1.32, -3.04, 0.08], [-0.51, -0.18, 0.31], [-1.41, -0.25, 0.31], [0.00, 0.39, -0.11], [-0.30, -0.02, 0.02], [-0.20, -0.15, 0.42], [0.50, 0.23, 0.04]]
}